--- a ---
C10H16 | ωB97M-V with the def2-TZVPD basis set

⟨S²⟩ ... 0.770
Frontier orbital gap (spin up / spin down) ... 9.741 / 5.875 eV
2S+1 ... 2
Total charge ... +1

Element x y z (Å)
C1 1.64 1.61 -1.75
C2 1.74 0.08 -2.14
H1 2.19 1.72 -0.91
H2 2.15 2.26 -2.49
H3 0.52 1.82 -1.55
H4 1.14 -0.72 -1.73
H5 2.84 -0.13 -1.83
H6 1.62 0.14 -3.21
C3 1.15 -0.20 1.62
C4 0.78 -0.73 2.94
C5 0.00 -0.19 0.73
C6 -0.80 0.97 0.63
C7 -0.28 -1.32 0.00
C8 -1.99 0.93 -0.15
C9 -1.38 -1.27 -0.88
C10 -2.28 -0.15 -0.95
H7 1.58 0.77 1.88
H8 2.05 -0.66 0.96
H9 -0.18 -0.05 3.40
H10 -0.57 1.89 1.14
H11 0.38 -2.23 0.24
H12 -2.63 1.73 0.08
H13 -1.59 -2.10 -1.53
H14 -3.31 -0.26 -1.18
H15 1.74 -0.74 3.53
H16 0.64 -1.82 2.83

--- b ---
C10H16 | ωB97M-V with the def2-TZVPD basis set

⟨S²⟩ ... 0.768
Frontier orbital gap (spin up / spin down) ... 9.700 / 5.949 eV
2S+1 ... 2
Total charge ... +1

Element x y z (Å)
C1 0.34 -0.91 -2.90
C2 0.77 0.15 -0.58
C3 0.24 0.15 -1.88
C4 0.69 1.34 0.16
C5 -0.70 1.23 -2.23
C6 -0.26 2.30 -0.18
C7 -0.96 2.27 -1.42
H1 1.17 -0.76 -0.19
H2 1.18 1.27 1.14
H3 1.39 -1.22 -3.04
H4 -0.14 -0.62 -3.81
H5 -1.19 1.16 -3.19
H6 -0.63 2.98 0.60
H7 -1.51 3.20 -1.57
H8 -0.28 -1.71 -2.49
C8 -0.50 -1.73 2.11
C9 0.93 -2.33 2.08
C10 -0.60 -0.90 3.45
H9 -0.78 -1.05 1.29
H10 -1.16 -2.61 2.04
H11 1.31 -2.11 1.06
H12 -0.43 -1.57 4.29
H13 0.22 -0.18 3.45
H14 -1.57 -0.39 3.52
H15 1.49 -1.91 2.93
H16 0.99 -3.41 2.24

--- c ---
C10H16 | ωB97M-V with the def2-TZVPD basis set

⟨S²⟩ ... 0.768
Frontier orbital gap (spin up / spin down) ... 9.061 / 5.250 eV
2S+1 ... 2
Total charge ... +1

Element x y z (Å)
C1 0.57 -1.38 -2.71
C2 -0.37 -0.26 -3.17
C3 1.46 -1.94 -3.83
H1 1.13 -0.98 -1.86
H2 0.09 -2.29 -2.32
H3 -1.06 -0.66 -3.91
H4 0.94 -2.50 -4.60
H5 0.22 0.56 -3.57
H6 -0.94 0.02 -2.28
H7 1.95 -1.10 -4.35
H8 2.31 -2.49 -3.41
C4 -1.55 2.68 1.83
C5 0.62 -0.85 3.00
C6 -0.42 -0.90 2.01
C7 1.04 0.40 3.48
C8 -1.14 0.21 1.67
C9 0.30 1.50 3.13
C10 -0.85 1.46 2.27
H9 1.09 -1.76 3.35
H10 -0.68 -1.83 1.53
H11 1.91 0.47 4.12
H12 -1.92 0.09 0.94
H13 0.51 2.47 3.57
H14 -2.64 2.58 1.78
H15 -1.23 2.96 0.83
H16 -1.34 3.51 2.50

Most stable to least stable, the ends of the list are c and a.

--- a ---
C3H3N3O | ωB97M-V with the def2-TZVPD basis set

Frontier orbital gap ... 8.508 eV
Total charge ... 0
SMILES ... [H]/N=N/C=N\C=C=O

Element x y z (Å)
C1 0.08 -0.78 -1.19
C2 -0.89 -0.04 0.79
C3 0.53 0.42 -1.70
N1 -0.77 -0.90 -0.19
N2 0.15 0.68 1.13
N3 0.90 1.19 0.24
O1 0.86 1.19 -2.47
H1 0.44 -1.64 -1.54
H2 -1.60 -0.05 1.49
H3 1.87 1.18 0.57

--- b ---
C3H3N3O | ωB97M-V with the def2-TZVPD basis set

Frontier orbital gap ... 8.514 eV
Total charge ... 0

Element x y z (Å)
N1 2.14 -0.46 0.17
C1 0.92 -0.63 0.00
N2 0.02 2.68 -0.32
N3 -0.90 2.67 0.30
O1 -0.54 0.31 -0.70
C2 -1.25 -0.58 -0.06
C3 -0.23 -1.25 0.53
H1 2.54 0.09 -0.57
H2 -2.32 -0.73 -0.36
H3 -0.40 -2.13 1.03

Most stable to least stable, the ends of the list are b and a.